A molecular structure, C30H31Cl4MgN3O5P in a non-equilibrium geometry, computed with ωB97M-V/def2-TZVPD.

Each line ends with the Mulliken charge.
CARTESIAN COORDINATES (ANGSTROEM)
Mg1 1.31833 1.01009 0.67986  4.030
N1 1.66705 3.10940 1.42433  -0.557
C1 2.69931 3.82148 0.64268  -0.719
C2 3.74197 2.84725 0.15252  -0.830
N2 3.08594 1.71404 -0.47540  -0.154
C3 4.03028 0.74799 -0.99217  -0.755
C4 3.22702 -0.41090 -1.47013  -0.898
N3 2.32664 -0.78016 -0.37904  -0.642
H1 1.99076 2.95261 2.37458  0.257
H2 0.75904 3.59519 1.42129  0.285
H3 2.22426 4.31834 -0.19029  0.145
H4 3.21515 4.61896 1.19384  0.461
H5 4.44694 3.33938 -0.51591  0.464
H6 4.31035 2.42433 0.99000  0.399
H7 2.46649 2.04775 -1.20544  0.180
H8 4.63652 1.19129 -1.79895  0.412
H9 4.69647 0.46079 -0.16583  0.327
H10 2.63560 -0.10642 -2.32524  0.360
H11 3.88854 -1.22366 -1.74023  0.486
H12 1.67136 -1.48826 -0.66133  0.194
H13 2.86442 -1.08069 0.43674  0.169
Cl1 4.25757 -1.07459 6.72363  -0.257
C5 3.11350 -0.64300 5.48941  0.116
C6 1.77674 -0.87841 5.67419  0.481
Cl2 1.18641 -1.51658 7.17517  -0.248
C7 0.86832 -0.60536 4.63633  0.089
Cl3 -0.83831 -0.93076 4.85990  -0.252
C8 1.29207 -0.12661 3.40380  -0.280
O1 0.48699 0.16276 2.41152  -0.710
C9 2.70677 0.08771 3.19478  -0.826
O2 3.09901 0.49855 2.03182  -0.407
C10 3.55750 -0.19380 4.24557  0.597
Cl4 5.24708 0.07979 3.95853  -0.261
O3 -0.39745 -0.39945 -0.30503  -0.826
P1 -1.59539 -1.10954 -0.74981  0.827
C11 -2.44997 -0.24372 -2.05384  0.493
C12 -2.42672 1.15561 -2.03331  -0.817
C13 -3.14766 1.87365 -2.96698  -0.656
C14 -3.87927 1.18676 -3.94166  -0.386
C15 -3.94958 -0.20510 -3.94763  -0.825
C16 -3.23189 -0.90548 -2.99319  -0.094
C17 -1.17247 -2.73573 -1.42097  0.126
C18 -0.42497 -2.78823 -2.61046  -0.295
C19 0.18852 -3.96777 -3.01369  -0.803
C20 -0.01414 -5.11277 -2.27117  -0.325
C21 -0.81205 -5.12647 -1.15811  -0.744
C22 -1.39019 -3.92997 -0.72329  -0.447
C23 -2.81888 -1.34078 0.54662  0.327
C24 -4.03702 -1.98255 0.32827  -0.279
C25 -5.04430 -1.96156 1.27919  -0.779
C26 -4.83464 -1.28669 2.47810  -0.552
C27 -3.61948 -0.65832 2.71494  -0.716
C28 -2.61567 -0.66360 1.75705  -0.367
H14 -1.83771 1.65866 -1.30494  0.334
H15 -3.12593 2.95070 -2.94502  0.536
H16 -4.43955 1.73388 -4.69320  0.361
H17 -4.55548 -0.70071 -4.69249  0.415
H18 -3.25791 -1.98720 -3.01299  0.333
H19 -0.24044 -1.86731 -3.17507  0.375
H20 0.80790 -3.97404 -3.90620  0.408
H21 0.42481 -6.05738 -2.60859  0.335
H22 -0.98288 -6.04950 -0.61459  0.409
H23 -2.03106 -3.91920 0.15794  0.379
H24 -4.21449 -2.47935 -0.61151  0.350
H25 -5.98039 -2.45015 1.08708  0.418
H26 -5.65041 -1.24413 3.20200  0.357
H27 -3.49638 -0.15997 3.66620  0.510
H28 -1.66874 -0.18231 1.95961  0.288
C29 -0.15157 4.13966 -2.39747  -1.214
C30 -0.11973 3.52143 -0.97802  0.790
O4 -0.52682 4.12459 0.03589  -0.839
O5 0.38142 2.32956 -0.96593  -0.912
H29 -0.77014 5.03367 -2.53294  0.348
H30 -0.44545 3.38703 -3.13459  0.263
H31 0.89802 4.42525 -2.65076  0.235

Output
Relative energy (zero: lowest compared OMol25 entry of this formula, charge and spin) (kcal/mol): 8.0
Charge: -1
LUMO (hartree): 0.08135
Frontier orbital gap (eV): 5.7

C4H6Cl2 in the gas phase in a non-equilibrium geometry, computed with ωB97M-V/def2-TZVPD.

Each line ends with the natural charge from an NBO analysis.
CARTESIAN COORDINATES (ANGSTROEM)
Cl1 2.54754 0.21652 -0.21436  -0.051
C1 1.30809 -0.98402 0.16421  -0.383
C2 0.02635 -0.39485 0.56271  -0.295
C3 -0.18417 1.08885 0.47183  -0.429
C4 -0.93278 0.16484 -0.36523  -0.183
Cl2 -2.70778 -0.11437 -0.14421  -0.064
H1 1.73471 -1.76304 0.82870  0.236
H2 1.19459 -1.56252 -0.73660  0.216
H3 -0.59105 -0.91461 1.38828  0.246
H4 0.58856 1.65086 -0.07389  0.248
H5 -0.82380 1.57952 1.15691  0.237
H6 -0.68368 0.02422 -1.46893  0.223

Output
Relative energy (zero: lowest compared OMol25 entry of this formula, charge and spin) (kcal/mol): 22.0
Structure (SMILES): ClC[C@H]1C[C@@H]1Cl
Charge: 0
LUMO (hartree): 0.03496
Frontier orbital gap (eV): 11.2

C5H7NO in the gas phase, computed with ωB97M-V/def2-TZVPD.

Each line ends with the natural charge from an NBO analysis.
CARTESIAN COORDINATES (ANGSTROEM)
C1 -0.44140 -2.86601 0.35820  -0.242
C2 -0.83197 -1.73918 0.18597  -0.021
C3 -1.32041 -0.37879 -0.06703  -0.486
C4 -0.37378 0.72622 0.41060  -0.218
N1 0.96713 0.59381 -0.11539  -0.621
C5 1.64312 1.66444 -0.60994  0.531
O1 1.15443 2.75410 -0.83521  -0.613
H1 -0.12206 -3.87560 0.49942  0.240
H2 -2.28496 -0.24450 0.43690  0.241
H3 -1.49839 -0.26583 -1.14197  0.240
H4 -0.74334 1.69461 0.06635  0.242
H5 -0.34044 0.74689 1.50692  0.193
H6 1.48183 -0.24968 0.09280  0.402
H7 2.71025 1.43954 -0.78762  0.111

Output
Relative energy (zero: lowest compared OMol25 entry of this formula, charge and spin) (kcal/mol): 39.8
Structure (SMILES): C#CCCNC=O
Charge: 0
LUMO (hartree): 0.03139
Frontier orbital gap (eV): 10.7

A molecular structure, C12H11BrN2O7V, computed with ωB97M-V/def2-TZVPD.

Each line ends with the natural charge from an NBO analysis.
CARTESIAN COORDINATES (ANGSTROEM)
V1 -0.18753 -0.51336 -0.86716  1.452
O1 -0.02188 -0.74836 3.30914  -0.567
C1 0.56138 -0.32389 2.24466  0.892
O2 0.13877 -0.52724 1.10314  -0.651
C2 1.83282 0.42103 2.59587  -0.196
O3 2.54154 0.75525 1.40903  -0.467
C3 3.43352 1.80220 1.49098  -0.194
C4 4.81127 1.32931 1.91871  0.917
O4 5.81321 0.96430 2.21496  -0.147
O5 0.80912 0.48623 -1.43733  -0.219
H1 -0.85600 -1.22876 3.14762  0.546
H2 2.42083 -0.21415 3.26542  0.256
H3 1.52908 1.31480 3.15174  0.251
H4 3.17842 2.60462 2.19594  0.286
H5 3.59905 2.23594 0.49792  0.313
Br1 -1.14829 2.39654 1.36371  0.129
C5 -2.25622 1.85410 -0.05623  0.172
C6 -3.40321 2.61381 -0.26395  -0.225
C7 -4.21836 2.33273 -1.34257  -0.062
C8 -3.84380 1.30880 -2.21085  -0.151
C9 -2.70650 0.60451 -1.91677  0.083
N1 -1.91598 0.82305 -0.83213  -0.483
C10 -2.22024 -0.45387 -2.84413  0.757
O6 -2.60619 -0.78019 -3.89460  -0.359
O7 -1.12151 -1.06198 -2.18873  -0.503
H6 -3.63060 3.42220 0.41636  0.281
H7 -5.11304 2.91485 -1.52192  0.281
H8 -4.40561 1.06070 -3.10203  0.291
C11 1.67425 -4.67920 -1.41805  -0.763
C12 1.16216 -3.37079 -1.08603  0.649
N2 0.75358 -2.32837 -0.82851  -0.508
H9 1.69443 -4.78298 -2.50501  0.318
H10 1.01868 -5.44059 -0.99144  0.314
H11 2.68282 -4.79122 -1.01780  0.307

Output
Relative energy (zero: lowest compared OMol25 entry of this formula, charge and spin) (kcal/mol): 2.2
Charge: +3
LUMO (hartree): -0.44558
Frontier orbital gap (eV): 6.7

> Among the records above, which one has the highest frontier orbital gap?

C4H6Cl2

> Which value of relative energy (zero: lowest compared OMol25 entry of this formula, charge and spin) does entry 4 give?

2.2 kcal/mol

Please write out number 2 again, unchanged.
C4H6Cl2 in the gas phase in a non-equilibrium geometry, computed with ωB97M-V/def2-TZVPD.

Each line ends with the natural charge from an NBO analysis.
CARTESIAN COORDINATES (ANGSTROEM)
Cl1 2.54754 0.21652 -0.21436  -0.051
C1 1.30809 -0.98402 0.16421  -0.383
C2 0.02635 -0.39485 0.56271  -0.295
C3 -0.18417 1.08885 0.47183  -0.429
C4 -0.93278 0.16484 -0.36523  -0.183
Cl2 -2.70778 -0.11437 -0.14421  -0.064
H1 1.73471 -1.76304 0.82870  0.236
H2 1.19459 -1.56252 -0.73660  0.216
H3 -0.59105 -0.91461 1.38828  0.246
H4 0.58856 1.65086 -0.07389  0.248
H5 -0.82380 1.57952 1.15691  0.237
H6 -0.68368 0.02422 -1.46893  0.223

Output
Relative energy (zero: lowest compared OMol25 entry of this formula, charge and spin) (kcal/mol): 22.0
Structure (SMILES): ClC[C@H]1C[C@@H]1Cl
Charge: 0
LUMO (hartree): 0.03496
Frontier orbital gap (eV): 11.2